C38H40AsN8O5Rb | ωB97M-V with the def2-TZVPD basis set

## Properties
Kohn-Sham gap	6.07	eV
max |F|	2.4	eV/Å
molar mass	849.18	g/mol
net charge	-2
E_HOMO	-2.012	eV

Atoms and positions in Å:
Rb -1.22893 1.15048 0.98272
C -0.58791 -1.25837 6.87528
C -1.16543 -1.33537 5.61719
C -0.98805 -0.29673 4.70978
C -0.21936 0.80152 5.05205
C 0.35382 0.88964 6.31193
C 0.16720 -0.14039 7.22191
N -0.09282 1.82344 4.02180
N 0.84054 2.60244 4.23206
C 1.04150 3.64124 3.23158
C 1.76298 4.71741 3.75941
C 2.04153 5.80102 2.94742
C 1.59856 5.76020 1.62387
C 0.90109 4.65646 1.14690
C 0.59358 3.50275 1.91342
H -0.72824 -2.06291 7.58718
H -1.75606 -2.19722 5.33332
H -1.44634 -0.33482 3.72871
H 0.94481 1.76342 6.55384
H 0.61503 -0.07084 8.20666
H 2.08176 4.70622 4.79847
H 2.59357 6.65230 3.33047
H 1.82100 6.59680 0.96495
H 0.57132 4.69835 0.10883
O -3.99505 2.44543 -0.09660
C -3.44821 1.45462 -0.57571
O -2.44238 1.51723 -1.40113
C -3.89356 0.04248 -0.08749
O -4.97574 -0.39704 -0.50279
O -3.05906 -0.53183 0.68169
C 1.59478 -2.14542 0.65890
N 2.04044 -3.55111 0.54764
C 1.13401 -4.22717 -0.38787
N -0.26824 -4.17992 0.03964
C -0.64975 -2.75614 0.16571
N 0.21029 -2.05560 1.11709
C 0.09896 -2.71099 2.41259
N 0.50159 -4.13194 2.36151
C 1.88218 -4.17779 1.86120
C -0.35518 -4.79112 1.36574
H 1.65725 -1.66715 -0.31957
H 2.24707 -1.61315 1.35558
H 1.44016 -5.27420 -0.47992
H 1.21824 -3.74713 -1.36532
H -1.68779 -2.66680 0.49214
H -0.54492 -2.27406 -0.80312
H -0.93943 -2.65380 2.74786
H 0.73320 -2.19456 3.13701
H 2.19574 -5.22419 1.79520
H 2.52908 -3.66267 2.57493
H -1.39145 -4.73952 1.70696
H -0.05928 -5.84237 1.29292
O 0.00863 0.06861 -0.87829
As -0.64134 0.37387 -2.37599
C -2.11379 -0.52906 -3.22560
C -2.33620 -0.28598 -4.57945
C -3.36979 -0.93861 -5.23421
C -4.16467 -1.84791 -4.54226
C -3.91843 -2.10332 -3.20260
C -2.88752 -1.44907 -2.53871
C 0.77464 -0.53930 -3.44594
C 2.08949 -0.07963 -3.34876
C 3.14404 -0.78418 -3.91057
C 2.90638 -1.98146 -4.57632
C 1.60941 -2.46059 -4.67160
C 0.55344 -1.74441 -4.11108
C -0.39029 2.20727 -2.94421
C -1.24817 2.88366 -3.80328
C -0.98705 4.20278 -4.14242
C 0.11484 4.86091 -3.60605
C 0.94521 4.19923 -2.71583
C 0.69204 2.87276 -2.38297
H -1.69478 0.39244 -5.12930
H -3.55330 -0.73863 -6.28338
H -4.98269 -2.34810 -5.04802
H -4.54967 -2.78013 -2.64162
H -2.72266 -1.63335 -1.48440
H 2.30801 0.83281 -2.80975
H 4.15447 -0.40576 -3.80877
H 3.73039 -2.54020 -5.00455
H 1.41147 -3.40094 -5.17368
H -0.44756 -2.14946 -4.18796
H -2.14838 2.40135 -4.15934
H -1.66808 4.73116 -4.79924
H 0.30381 5.89819 -3.85724
H 1.77548 4.71523 -2.24995
H 1.30765 2.38001 -1.64082
N 2.57570 1.34031 0.56928
N 2.76910 0.87852 1.92101
H 1.91629 2.12296 0.60084
H 2.06716 0.60422 0.08614
H 1.86774 0.87017 2.39214
H 3.31096 1.59250 2.39020

Mulliken atomic charge list, values in e, 2 entries: 0.93, -0.52



C38H40AsN8O5Rb | ωB97M-V with the def2-TZVPD basis set

## Properties
Kohn-Sham gap	5.78	eV
max |F|	4.4	eV/Å
molar mass	849.18	g/mol
net charge	-2
E_HOMO	-1.764	eV

Atoms and positions in Å:
Rb 0.53742 -1.22380 1.59275
C 6.65969 0.62725 1.02719
C 6.41512 1.38931 2.16065
C 5.19158 1.33928 2.78781
C 4.14812 0.52753 2.29237
C 4.41482 -0.24329 1.14337
C 5.64762 -0.18946 0.53359
N 2.95295 0.36914 2.92548
N 2.65818 1.25003 3.83374
C 1.55016 1.06917 4.58262
C 1.62072 1.51882 5.91941
C 0.50536 1.55713 6.72934
C -0.71116 1.08473 6.26578
C -0.75472 0.51667 4.99366
C 0.30045 0.58164 4.10513
H 7.62938 0.65341 0.54482
H 7.19948 2.02538 2.55665
H 5.00854 1.90134 3.69145
H 3.64420 -0.90199 0.76243
H 5.84413 -0.79529 -0.34197
H 2.58962 1.77390 6.33272
H 0.59258 1.91452 7.75037
H -1.60443 1.13842 6.88032
H -1.68964 0.06576 4.66780
O 1.31601 -5.45153 0.07007
C 1.18895 -4.25472 0.33421
O 1.97649 -3.30558 0.14896
C -0.13984 -3.74627 0.97781
O -0.26100 -3.73897 2.20434
O -0.95879 -3.22062 0.15408
C 0.40578 2.62816 -1.14324
N 0.75712 3.46999 -2.29617
C 0.91391 2.59149 -3.44848
N 1.93763 1.57356 -3.24141
C 1.55897 0.78363 -2.06056
N 1.42257 1.62313 -0.88289
C 2.69054 2.28820 -0.63574
N 3.10188 3.12112 -1.77599
C 2.04446 4.09562 -2.01888
C 3.19525 2.24954 -2.94199
H -0.54335 2.12734 -1.35657
H 0.29094 3.26710 -0.26462
H 1.19367 3.19536 -4.32195
H -0.04343 2.09490 -3.63630
H 2.33055 0.02995 -1.88070
H 0.60268 0.28794 -2.26226
H 3.46308 1.53717 -0.45508
H 2.59862 2.92378 0.24804
H 2.32704 4.71830 -2.87777
H 1.94429 4.73129 -1.13357
H 3.96718 1.49723 -2.75259
H 3.48507 2.85189 -3.81266
O -1.08956 -0.31947 -0.02606
As -2.01975 -1.38972 -0.79587
C -1.36527 -2.37607 -2.33271
C -2.28833 -2.87142 -3.24374
C -1.87701 -3.68387 -4.28724
C -0.53997 -4.01967 -4.41473
C 0.38662 -3.50833 -3.51957
C -0.02110 -2.67616 -2.49035
C -3.20440 -0.11934 -1.81874
C -4.08780 0.64279 -1.06101
C -4.84393 1.65211 -1.62912
C -4.73939 1.90652 -2.98658
C -3.83354 1.18938 -3.74969
C -3.06099 0.20016 -3.16381
C -3.36703 -2.34480 0.21004
C -3.78726 -3.59530 -0.23028
C -4.62766 -4.36361 0.54610
C -5.07937 -3.88895 1.77091
C -4.66468 -2.64238 2.21412
C -3.80958 -1.87493 1.44397
H -3.33999 -2.61768 -3.12849
H -2.60495 -4.06759 -4.99236
H -0.22554 -4.68572 -5.20926
H 1.42777 -3.78285 -3.60503
H 0.69683 -2.30839 -1.76472
H -4.15406 0.45105 0.00540
H -5.50359 2.24962 -1.01309
H -5.34436 2.67726 -3.44574
H -3.71830 1.41467 -4.80311
H -2.32773 -0.32905 -3.76679
H -3.39038 -3.98534 -1.15939
H -4.91834 -5.35069 0.20830
H -5.73938 -4.49565 2.37828
H -5.00166 -2.27696 3.17546
H -3.44932 -0.91569 1.81256
N -1.99176 2.20270 1.81802
N -0.84443 3.00339 2.15266
H -1.90518 1.26642 2.22884
H -1.95496 2.06179 0.80884
H 0.01414 2.45490 2.03946
H -0.92122 3.19822 3.14900

Mulliken atomic charge list, values in e, 2 entries: 0.64, -0.49



| no. | energy (eV) |
| --- | --- |
| 1 | -123705.5802 |
| 2 | -123704.8975 |